(1)
{
  "formula": "C13H20BiF5N3O5STe",
  "method": "wB97M-V/def2-TZVPD",
  "symbols": ["Bi", "C", "C", "C", "C", "C", "C", "C", "S", "O", "O", "N", "C", "C", "O", "O", "H", "H", "H", "H", "H", "H", "H", "H", "H", "N", "C", "C", "N", "C", "C", "H", "H", "H", "H", "H", "H", "H", "H", "H", "H", "H", "F", "Te", "F", "F", "F", "F", "O"],
  "xyz": [[0.374, 2.371, 0.370], [-4.598, -4.663, 1.212], [-3.958, -3.331, 0.938], [-2.805, -2.936, 1.610], [-2.232, -1.697, 1.369], [-2.832, -0.847, 0.453], [-3.984, -1.212, -0.233], [-4.531, -2.456, 0.013], [-2.159, 0.742, 0.138], [-3.264, 1.640, 0.022], [-1.202, 0.649, -0.987], [-1.148, 1.126, 1.340], [-1.742, 1.709, 2.544], [-0.927, 2.910, 3.032], [-1.054, 3.359, 4.130], [-0.079, 3.411, 2.121], [-3.939, -5.309, 1.788], [-4.857, -5.170, 0.283], [-5.520, -4.530, 1.780], [-2.354, -3.603, 2.334], [-1.339, -1.385, 1.893], [-4.442, -0.526, -0.934], [-5.428, -2.755, -0.515], [-1.799, 0.983, 3.354], [-2.749, 2.086, 2.343], [5.187, -0.961, -0.952], [5.722, 0.105, -0.030], [4.546, 0.776, 0.675], [3.545, 1.288, -0.242], [3.070, 0.286, -1.187], [4.197, -0.403, -1.944], [4.727, -1.685, -0.394], [5.957, -1.416, -1.444], [6.269, 0.810, -0.654], [6.409, -0.367, 0.670], [4.925, 1.580, 1.303], [4.071, 0.050, 1.344], [3.867, 2.121, -0.722], [2.389, 0.746, -1.903], [2.485, -0.464, -0.641], [4.746, 0.302, -2.567], [3.836, -1.223, -2.561], [-2.677, 1.436, -2.726], [-1.138, 2.486, -2.632], [0.696, 1.877, -2.176], [-2.451, 3.751, -2.990], [-0.166, 3.707, -3.630], [-0.689, 1.322, -4.006], [-0.957, 3.309, -0.990]],
  "lowdin_charge": [1.912, -0.038, -0.252, -0.026, -0.054, -0.280, -0.029, -0.014, 0.598, -0.249, -0.500, -0.381, -0.157, -0.594, 0.132, -0.295, 0.078, 0.087, 0.093, 0.117, 0.107, 0.126, 0.126, 0.131, 0.134, 0.057, -0.093, -0.190, -0.090, -0.212, -0.085, 0.184, 0.185, 0.140, 0.138, 0.136, 0.131, 0.127, 0.102, 0.134, 0.142, 0.142, -0.346, 1.871, -0.524, -0.342, -0.349, -0.335, -0.691],
  "lumo_ev": -3.7,
  "total_charge": 1,
  "e_homo_ev": -11.90
}

(2)
{
  "formula": "C13H20BrCl3N3O3RuSi",
  "method": "wB97M-V/def2-TZVPD",
  "symbols": ["Ru", "C", "N", "C", "C", "O", "C", "O", "C", "C", "O", "N", "C", "C", "H", "H", "H", "H", "H", "H", "H", "H", "H", "H", "H", "H", "H", "H", "H", "H", "Br", "C", "C", "C", "C", "N", "C", "H", "H", "H", "H", "Cl", "Si", "Cl", "Cl"],
  "xyz": [[1.141, 0.019, -0.500], [-1.251, -3.652, 2.601], [-1.033, -3.054, 1.281], [-1.420, -3.897, 0.144], [-0.424, -1.906, 1.099], [-0.217, -1.440, -0.055], [0.051, -1.112, 2.297], [0.670, 0.062, 1.801], [0.230, 1.305, 2.339], [-0.261, 2.142, 1.176], [0.061, 1.772, 0.021], [-0.984, 3.217, 1.390], [-1.286, 3.751, 2.720], [-1.499, 4.003, 0.265], [-2.252, -4.077, 2.628], [-1.171, -2.921, 3.399], [-0.530, -4.452, 2.772], [-2.432, -4.260, 0.305], [-0.742, -4.748, 0.073], [-1.383, -3.324, -0.774], [0.767, -1.693, 2.883], [-0.797, -0.861, 2.935], [1.068, 1.796, 2.839], [-0.568, 1.147, 3.062], [-0.709, 3.259, 3.497], [-2.349, 3.647, 2.932], [-1.031, 4.810, 2.735], [-1.521, 3.395, -0.632], [-0.869, 4.876, 0.097], [-2.507, 4.331, 0.509], [-0.730, -2.613, -5.096], [0.139, -1.125, -4.378], [0.742, -0.177, -5.190], [1.354, 0.918, -4.600], [1.376, 1.024, -3.226], [0.800, 0.089, -2.448], [0.188, -0.968, -3.007], [0.730, -0.295, -6.265], [1.817, 1.687, -5.203], [1.838, 1.858, -2.723], [-0.276, -1.677, -2.337], [4.409, -0.952, -2.007], [3.381, -0.620, -0.324], [4.493, -0.865, 1.314], [2.989, 1.579, -0.348]],
  "lowdin_charge": [0.998, 0.015, -0.100, 0.026, -0.356, -0.125, -0.067, -0.220, -0.060, -0.385, -0.122, -0.107, 0.009, 0.017, 0.110, 0.090, 0.117, 0.109, 0.115, 0.083, 0.160, 0.145, 0.161, 0.138, 0.090, 0.112, 0.113, 0.093, 0.113, 0.107, 0.859, -0.662, -0.049, -0.003, -0.113, -0.124, -0.142, 0.128, 0.132, 0.083, 0.092, 0.352, -0.598, 0.359, 0.308],
  "lumo_ev": [-6.6, -7.7],
  "total_charge": 2,
  "s2": 0.754,
  "multiplicity": 2,
  "e_homo_ev": [-14.98, -14.95]
}

(3)
{
  "formula": "C13H20BrCl3N3O3RuSi",
  "method": "wB97M-V/def2-TZVPD",
  "symbols": ["Ru", "C", "N", "C", "C", "O", "C", "O", "C", "C", "O", "N", "C", "C", "H", "H", "H", "H", "H", "H", "H", "H", "H", "H", "H", "H", "H", "H", "H", "H", "Br", "C", "C", "C", "C", "N", "C", "H", "H", "H", "H", "Cl", "Si", "Cl", "Cl"],
  "xyz": [[0.593, -0.888, 1.705], [-3.601, 2.911, 1.423], [-3.126, 1.546, 1.671], [-4.145, 0.561, 2.049], [-1.866, 1.189, 1.554], [-1.475, 0.020, 1.795], [-0.842, 2.199, 1.096], [0.378, 1.501, 1.134], [1.537, 2.234, 0.816], [2.613, 1.179, 0.721], [2.268, -0.031, 0.670], [3.870, 1.548, 0.652], [4.939, 0.551, 0.483], [4.270, 2.962, 0.690], [-4.417, 3.120, 2.111], [-2.821, 3.646, 1.596], [-3.971, 3.009, 0.402], [-4.353, 0.626, 3.117], [-5.055, 0.776, 1.494], [-3.799, -0.439, 1.810], [-1.082, 2.510, 0.073], [-0.811, 3.089, 1.729], [1.437, 2.702, -0.171], [1.745, 3.012, 1.551], [4.506, -0.418, 0.265], [5.578, 0.862, -0.341], [5.530, 0.493, 1.396], [3.951, 3.488, -0.209], [3.873, 3.463, 1.571], [5.353, 3.001, 0.745], [-2.683, -3.454, 5.793], [-1.468, -2.120, 5.326], [-0.953, -1.247, 6.272], [-0.057, -0.273, 5.862], [0.300, -0.202, 4.531], [-0.201, -1.050, 3.629], [-1.069, -1.999, 4.009], [-1.244, -1.332, 7.311], [0.369, 0.424, 6.570], [1.005, 0.540, 4.175], [-1.449, -2.666, 3.251], [-2.042, -3.069, 0.370], [-0.302, -2.149, 0.178], [2.084, -2.255, 2.529], [0.541, -2.464, -1.580]],
  "lowdin_charge": [0.860, 0.008, -0.106, 0.017, -0.375, -0.140, -0.079, -0.217, -0.077, -0.383, -0.171, -0.101, 0.023, 0.005, 0.109, 0.089, 0.114, 0.111, 0.107, 0.082, 0.163, 0.147, 0.164, 0.143, 0.092, 0.108, 0.112, 0.111, 0.099, 0.105, 0.867, -0.663, -0.054, -0.009, -0.123, -0.169, -0.166, 0.127, 0.129, 0.120, 0.084, 0.418, -0.267, 0.166, 0.420],
  "lumo_ev": [-7.4, -7.4],
  "total_charge": 2,
  "s2": 0.760,
  "multiplicity": 2,
  "e_homo_ev": [-14.97, -14.97]
}

(4)
{
  "formula": "C13H20BrF3N2O5P2PtS",
  "method": "wB97M-V/def2-TZVPD",
  "symbols": ["Pt", "C", "P", "C", "C", "C", "P", "C", "C", "H", "H", "H", "H", "H", "H", "H", "H", "H", "H", "H", "H", "H", "H", "H", "H", "O", "C", "C", "C", "N", "C", "Br", "C", "H", "H", "H", "H", "F", "C", "F", "F", "S", "O", "O", "O", "O", "C", "N"],
  "xyz": [[0.139, 0.403, -0.095], [-1.488, 3.501, -0.610], [-1.714, 1.879, 0.132], [-2.195, 2.130, 1.852], [-3.156, 1.141, -0.699], [-3.554, -0.219, -0.115], [-2.393, -1.595, -0.391], [-2.391, -2.078, -2.115], [-2.876, -2.970, 0.640], [-2.409, 4.078, -0.508], [-1.234, 3.401, -1.664], [-0.680, 4.027, -0.101], [-3.188, 2.583, 1.882], [-1.484, 2.803, 2.332], [-2.203, 1.185, 2.395], [-2.940, 1.084, -1.768], [-3.987, 1.843, -0.583], [-4.498, -0.559, -0.558], [-3.714, -0.156, 0.964], [-3.396, -2.423, -2.377], [-1.683, -2.896, -2.248], [-2.102, -1.247, -2.755], [-3.925, -3.203, 0.435], [-2.756, -2.714, 1.692], [-2.252, -3.830, 0.405], [4.466, 3.539, 3.123], [3.471, 2.884, 2.545], [2.554, 2.083, 3.234], [1.572, 1.446, 2.520], [1.449, 1.579, 1.187], [2.336, 2.347, 0.546], [2.081, 2.440, -1.322], [3.357, 3.020, 1.156], [4.500, 3.395, 4.081], [2.616, 1.949, 4.305], [0.857, 0.792, 3.002], [4.061, 3.625, 0.604], [1.139, -4.326, 2.059], [0.609, -3.228, 2.549], [1.403, -2.694, 3.459], [-0.578, -3.489, 3.081], [0.362, -2.027, 1.169], [-0.318, -2.778, 0.133], [-0.508, -0.939, 1.737], [1.658, -1.461, 0.806], [1.771, -2.237, -2.564], [1.131, -1.364, -2.190], [0.394, -0.417, -1.874]],
  "lowdin_charge": [1.087, -0.229, 0.742, -0.210, -0.364, -0.344, 0.978, -0.193, -0.193, 0.075, 0.059, 0.055, 0.077, 0.063, 0.048, 0.096, 0.110, 0.115, 0.093, 0.080, 0.069, 0.051, 0.083, 0.065, 0.070, 0.150, -0.273, 0.049, -0.097, -0.154, -0.702, 0.898, 0.008, 0.148, 0.138, 0.118, 0.140, 0.201, -0.678, 0.183, 0.169, 0.518, -0.374, -0.429, -0.303, 0.277, -0.398, -0.071],
  "lumo_ev": [-5.4, -9.8],
  "total_charge": 2,
  "s2": 6.013,
  "multiplicity": 5,
  "e_homo_ev": [-14.56, -15.90]
}

(5)
{
  "formula": "C13H20ClNPtSe3Te",
  "method": "wB97M-V/def2-TZVPD",
  "symbols": ["Pt", "Se", "Se", "Te", "Se", "C", "C", "C", "C", "C", "C", "C", "C", "N", "C", "C", "C", "C", "H", "H", "H", "H", "H", "H", "H", "H", "H", "H", "H", "H", "H", "H", "H", "H", "H", "H", "Cl", "C", "H", "H"],
  "xyz": [[-0.654, -0.876, -2.199], [1.406, -2.505, -2.134], [0.900, -4.114, -3.744], [0.610, -2.515, -5.674], [-1.202, -1.150, -4.565], [1.536, 2.278, 3.447], [1.498, 1.762, 2.027], [2.425, 2.214, 1.100], [2.348, 1.716, -0.207], [3.325, 2.182, -1.259], [1.382, 0.801, -0.548], [0.406, 0.288, 0.368], [0.521, 0.837, 1.682], [-0.490, -0.600, -0.109], [-1.491, -1.379, 0.648], [-1.447, -2.837, 0.157], [-2.895, -0.820, 0.379], [-1.324, -1.468, 2.175], [2.327, 3.019, 3.574], [1.717, 1.467, 4.159], [0.587, 2.746, 3.725], [3.186, 2.937, 1.378], [4.138, 2.759, -0.814], [2.830, 2.812, -2.002], [3.755, 1.333, -1.794], [1.355, 0.422, -1.565], [-0.162, 0.564, 2.464], [-1.641, -2.898, -0.914], [-2.203, -3.430, 0.684], [-0.460, -3.265, 0.333], [-3.113, -0.828, -0.689], [-2.970, 0.213, 0.734], [-3.650, -1.420, 0.898], [-0.312, -1.767, 2.455], [-2.017, -2.233, 2.536], [-1.585, -0.542, 2.684], [-3.531, 0.756, -2.968], [-1.810, 0.796, -2.266], [-1.978, 1.200, -1.268], [-1.317, 1.545, -2.883]],
  "lowdin_charge": [0.382, -0.173, -0.370, 0.067, -0.251, -0.083, -0.320, -0.078, -0.302, -0.067, -0.042, -0.284, -0.018, -0.132, -0.616, -0.105, -0.076, -0.082, 0.057, 0.067, 0.067, 0.085, 0.057, 0.073, 0.075, 0.050, 0.063, 0.045, 0.069, 0.057, 0.030, 0.080, 0.073, 0.086, 0.068, 0.057, 0.277, -0.826, -0.030, -0.030],
  "lumo_ev": 4.5,
  "total_charge": -2,
  "e_homo_ev": -0.78
}